Record 1
Here is one molecule with the formula C8H8OS in a non-equilibrium geometry from the OMol25 dataset. Energies are from ωB97M-V/def2-TZVPD.

Geometry (Å):
C: 0.7925 -1.5356 -2.4752
C: 1.0112 -1.5521 -1.2653
C: 1.0293 -1.4637 0.1598
O: 0.0023 -2.3763 0.7175
C: 0.6664 0.0581 0.5017
S: 1.8685 1.1322 1.0427
C: 0.7652 2.4854 1.0411
C: -0.4121 2.0591 0.6126
C: -0.5289 0.6502 0.2548
C: -1.8224 0.1206 -0.2308
H: 0.4421 -1.1777 -3.3387
H: 1.9766 -1.7057 0.5858
H: 0.5663 -2.7285 1.4145
H: 1.1214 3.4037 1.2830
H: -1.2271 2.6859 0.8413
H: -1.6771 -0.5794 -1.1015
H: -2.2400 -0.5311 0.5000
H: -2.3342 1.0549 -0.5434

- F_max: 6.16 eV Å⁻¹
- E_tot: -782.93755 hartree
- Molar mass: 152.2 g mol⁻¹
- Frontier orbital gap: 9.34 eV
- SMILES string: C#C[C@H](O)c1sccc1C
- ΔE to the lowest compared entry with this formula, charge and spin: 173.1 kJ/mol

Record 2
Here is C8H9B2BeF14N4O4S2 as an isolated structure in a non-equilibrium geometry from the OMol25 dataset. Energies are from ωB97M-V/def2-TZVPD.

Geometry (Å):
Be: -0.3326 0.9608 0.4781
B: 1.0561 1.6253 2.8844
F: -0.3073 1.5376 3.1094
F: 1.3672 2.7035 2.0488
F: 1.7639 1.6508 4.0752
F: 1.3952 0.4506 2.1271
B: -1.9762 3.4358 0.1086
F: -0.7579 3.9299 0.6093
F: -1.8538 3.1400 -1.2340
F: -2.3505 2.3494 0.8985
F: -2.9726 4.4251 0.2969
C: -2.6997 -2.7580 -0.0706
F: -2.0065 -2.5871 -1.2060
F: -3.9960 -2.9228 -0.3550
F: -2.2867 -3.8271 0.5561
S: -2.6228 -1.1477 0.9640
O: -2.8883 -0.0846 0.0490
O: -3.6105 -1.3744 1.9803
N: -0.9839 -1.0644 1.4688
S: -0.6760 -1.9059 2.7724
O: -0.4466 -1.1519 3.9856
O: -1.5085 -3.0676 3.0014
C: 1.0521 -2.7040 2.4225
F: 1.1241 -3.9531 2.8741
F: 1.2768 -2.7330 1.1006
F: 2.0133 -2.0131 3.0148
C: 2.7804 4.3827 -1.5118
C: 1.8973 3.3162 -1.0065
N: 1.2054 2.5068 -0.6033
H: 2.2607 5.1976 -2.0094
H: 3.4853 3.9110 -2.1951
H: 3.3380 4.8279 -0.6890
C: 3.2091 -2.6336 -1.2092
C: 2.4801 -1.4039 -0.9221
N: 1.8931 -0.4456 -0.7031
H: 3.2643 -2.8524 -2.2740
H: 2.7928 -3.5096 -0.7152
H: 4.2241 -2.5292 -0.8234
C: -1.7193 -0.8740 -4.3152
C: -1.3356 -0.1834 -3.1041
N: -1.0155 0.4058 -2.1772
H: -1.0111 -0.6760 -5.1154
H: -2.6799 -0.4533 -4.6156
H: -1.8415 -1.9014 -3.9709

- F_max: 5.04 eV Å⁻¹
- E_tot: -3089.62263 hartree
- Molar mass: 585.9 g mol⁻¹
- Frontier orbital gap: 9.17 eV
- Charge: -1
- ΔE to the lowest compared entry with this formula, charge and spin: 190.3 kJ/mol

Record 3
Here is C8H9BrCl4MnNO2Si as an isolated structure in a non-equilibrium geometry from the OMol25 dataset. Energies are from ωB97M-V/def2-TZVPD.

Geometry (Å):
Mn: -2.0773 -0.3319 1.0065
Cl: -3.1135 -1.7713 -2.4382
Si: -3.5660 -1.7103 -0.4696
Cl: -1.7906 -2.5354 0.9698
Cl: -4.9306 -3.1218 -0.0532
Cl: -3.4015 -0.1934 3.0621
C: -1.7196 0.2440 2.8860
H: -1.0672 -0.4423 3.4095
H: -1.5646 1.3028 3.0475
N: -2.8020 1.5506 0.4045
H: -3.7457 1.8156 0.6721
H: -2.7313 1.6097 -0.6091
H: -2.1640 2.2573 0.7650
Br: 5.8942 0.3513 -0.1772
C: 4.1193 0.1988 -0.8040
C: 3.8802 0.0856 -2.1657
C: 2.5755 -0.0267 -2.6242
C: 1.5164 -0.0219 -1.7308
C: 1.7726 0.0930 -0.3683
C: 3.0782 0.2010 0.1029
C: 0.6812 0.0967 0.6365
O: 0.8535 0.1065 1.8327
O: -0.5568 0.1069 0.1114
H: 4.7090 0.0843 -2.8598
H: 2.3901 -0.1193 -3.6858
H: 0.4997 -0.1133 -2.0852
H: 3.2606 0.2836 1.1648

- F_max: 1.27 eV Å⁻¹
- E_tot: -6370.64135 hartree
- Molar mass: 455.9 g mol⁻¹
- Frontier orbital gap (alpha / beta): 5.10 / 7.10 eV
- Charge: +1
- 2S+1: 4
- ΔE to the lowest compared entry with this formula, charge and spin: 273.7 kJ/mol
- <S²>: 4.15

Record 4
Here is a 2-piece molecular cluster, C8H9BrN4O2S overall in a non-equilibrium geometry from the OMol25 dataset. Energies are from ωB97M-V/def2-TZVPD.

Geometry (Å):
C: 0.6135 -1.6315 3.0214
C: 1.2902 0.7442 2.9756
C: -0.0249 -1.3865 1.7698
C: 1.2879 -0.5248 3.5675
C: 0.0073 -0.0518 1.2142
C: 2.0396 3.2057 -2.1298
C: -0.5186 0.4315 -0.0697
C: -1.6962 0.0116 -2.0081
N: 0.7956 0.8767 1.7750
N: 1.7169 2.1462 -2.3733
N: -0.3232 1.6509 -0.3716
N: -0.7422 -2.4174 1.1286
O: -0.4020 4.0597 -1.0737
O: -1.1860 -0.4890 -0.8497
S: -1.1032 2.8040 -1.3361
Br: 2.1563 -0.8307 5.3097
H: 0.5865 -2.5583 3.5760
H: 1.7788 1.6689 3.3964
H: 2.3965 4.1198 -1.9347
H: -2.4902 0.6875 -1.8038
H: -2.1224 -0.7174 -2.6178
H: -1.0470 0.5210 -2.6725
H: 0.3228 2.0165 0.3239
H: -0.5028 -3.2972 1.5823
H: -1.0003 -2.5466 0.1797

- F_max: 3.16 eV Å⁻¹
- E_tot: -3651.82205 hartree
- Molar mass: 305.2 g mol⁻¹
- Frontier orbital gap (alpha / beta): 5.78 / 5.52 eV
- ΔE to the lowest compared entry with this formula, charge and spin: 180.5 kJ/mol

Record 5
Here is an isolated ion of composition C8H9BrNO and charge +1 in a non-equilibrium geometry from the OMol25 dataset. Energies are from ωB97M-V/def2-TZVPD.

Geometry (Å):
C: -0.2244 -2.1699 -1.9703
C: -0.0397 -0.8503 -1.9404
Br: -1.5331 0.3536 -2.4685
C: 1.1136 -0.2200 -1.1658
N: 0.4477 0.2359 0.0740
C: 0.1956 -0.7901 1.0005
C: -0.3361 -0.4735 2.2592
C: -0.5951 0.9255 2.5365
C: -0.4339 1.8358 1.5032
C: 0.0290 1.5030 0.2873
O: 0.0424 2.3586 -0.6765
H: -1.1621 -2.6303 -2.3324
H: 0.4580 -2.9269 -1.7215
H: 1.8471 -0.9541 -0.9452
H: 1.6487 0.6347 -1.7770
H: 0.5080 -1.7497 0.7251
H: -0.6631 -1.1336 3.0722
H: -0.7638 1.0057 3.6199
H: -0.5951 2.9149 1.6272
H: 0.0564 2.1307 -1.7077

- F_max: 4.19 eV Å⁻¹
- E_tot: -3013.94404 hartree
- Molar mass: 215.1 g mol⁻¹
- Frontier orbital gap: 9.25 eV
- Charge: +1
- SMILES string: C=C(Br)C[n+]1ccccc1O
- ΔE to the lowest compared entry with this formula, charge and spin: 193.1 kJ/mol

Record 6
Here is C8H9ClO3Pd as an isolated structure in a non-equilibrium geometry from the OMol25 dataset. Energies are from ωB97M-V/def2-TZVPD.

Geometry (Å):
Cl: -2.3040 3.5356 -2.0097
C: -0.8479 -1.9342 -1.0760
C: 0.5682 -2.1102 -0.9013
C: 1.2433 -1.1377 -1.6990
H: 1.0621 -2.8853 -0.2930
C: 0.2392 -0.3360 -2.3880
C: -1.0614 -0.8504 -1.9800
H: -2.0125 -0.4084 -2.3272
H: -1.6443 -2.5323 -0.6076
H: 2.3311 -0.9738 -1.8123
C: 0.4916 0.7762 -3.3566
Pd: 0.0441 0.3632 -0.2234
C: 1.6527 0.8659 0.7821
O: 2.5045 1.3992 1.3643
C: -1.5329 1.3289 0.3861
O: -2.3287 1.9996 0.8654
H: 1.4482 1.2698 -3.1146
H: -0.3265 1.5178 -3.2935
H: 0.5614 0.3727 -4.3820
O: -0.5819 -1.2194 1.8770
H: 0.2394 -1.7079 1.8410
H: -0.4359 -0.4603 2.4787

- F_max: 7.36 eV Å⁻¹
- E_tot: -1123.17923 hartree
- Molar mass: 295.0 g mol⁻¹
- Frontier orbital gap (alpha / beta): 8.75 / 5.80 eV
- Charge: +2
- 2S+1: 5
- ΔE to the lowest compared entry with this formula, charge and spin: 0.0 kJ/mol
- <S²>: 6.02

Record 7
Here is one molecule with the formula C8H9F3O in a non-equilibrium geometry from the OMol25 dataset. Energies are from ωB97M-V/def2-TZVPD.

Geometry (Å):
C: 0.9613 2.0847 -0.0078
C: 0.7767 0.5748 0.2837
O: 0.4354 0.2530 1.6027
C: -0.4725 -0.0881 -0.6544
C: -1.7916 0.3682 -0.0967
C: -2.4811 -0.7115 0.3399
C: -1.7065 -1.8993 0.0014
C: -0.5136 -1.5571 -0.4615
C: 2.0875 -0.2028 -0.0581
F: 2.2300 -0.5531 -1.3356
F: 2.1929 -1.3893 0.6373
F: 3.1265 0.4340 0.3007
H: 1.0115 2.2062 -1.1946
H: 0.0911 2.6912 0.2890
H: 1.9168 2.4727 0.4480
H: -0.4323 -0.1830 1.5195
H: -0.2815 0.0486 -1.7096
H: -2.0697 1.4270 0.0528
H: -3.4269 -0.8090 0.8222
H: -1.8366 -2.9772 0.0446
H: 0.1826 -2.1902 -0.8238

- F_max: 3.61 eV Å⁻¹
- E_tot: -685.02063 hartree
- Molar mass: 178.2 g mol⁻¹
- Frontier orbital gap: 9.81 eV
- SMILES string: C[C@@](O)(C1C=CC=C1)C(F)(F)F
- ΔE to the lowest compared entry with this formula, charge and spin: 37.6 kJ/mol

Record 8
Here is one molecule with the formula C8H9F3O in a non-equilibrium geometry from the OMol25 dataset. Energies are from ωB97M-V/def2-TZVPD.

Geometry (Å):
C: -1.2380 0.9583 0.6644
C: -0.2054 1.7346 1.0389
C: 0.0163 1.4167 -1.2057
C: -0.8408 0.2871 -0.6116
C: 0.8963 1.6271 0.0470
C: 0.4658 -0.8594 -0.2079
C: 1.4979 0.1746 0.1611
C: -0.9224 -2.4736 0.5297
O: 0.2706 -1.7105 0.8075
F: 0.8496 -1.5518 -1.3593
F: 2.6223 -0.0376 -0.5888
F: 1.9450 -0.1077 1.4512
H: -2.1823 0.8281 1.0490
H: -0.0644 2.4283 1.8833
H: 0.6137 1.0882 -2.2134
H: -0.3980 2.4270 -1.4602
H: -1.5197 -0.2645 -1.1373
H: 1.7604 2.2407 -0.0930
H: -0.9778 -3.2866 1.2029
H: -0.8785 -3.0536 -0.3623
H: -1.7107 -1.8655 0.4043

- F_max: 10.02 eV Å⁻¹
- E_tot: -684.83718 hartree
- Molar mass: 178.2 g mol⁻¹
- Frontier orbital gap (alpha / beta): 6.48 / 8.20 eV
- 2S+1: 3
- <S²>: 2.01

Record 9
Here is C8H9FIN as an isolated structure in a non-equilibrium geometry from the OMol25 dataset. Energies are from ωB97M-V/def2-TZVPD.

Geometry (Å):
C: -0.6612 0.5036 1.3682
C: -1.7014 -0.2635 1.8017
C: -1.6422 -1.6699 0.0576
C: -0.1639 0.1529 0.0738
C: -0.5791 -0.9553 -0.5707
C: -0.2248 -1.4080 -1.9409
C: 1.4799 2.1891 0.4204
C: 1.2567 0.8762 -0.3609
N: -2.1522 -1.4097 1.2057
F: 1.3075 0.9614 -1.7151
I: 2.9242 -0.2946 0.3799
H: -0.4106 1.4261 1.8945
H: -2.1864 -0.1694 2.8139
H: -1.8443 -2.6782 -0.3338
H: 0.8681 -1.8005 -1.8320
H: -0.6998 -2.3042 -2.0917
H: -0.3963 -0.7103 -2.6964
H: 0.9541 3.0524 -0.1144
H: 2.4928 2.5453 0.1943
H: 1.3787 1.9566 1.4461

- F_max: 4.77 eV Å⁻¹
- E_tot: -762.50114 hartree
- Molar mass: 265.1 g mol⁻¹
- Frontier orbital gap: 9.61 eV
- ΔE to the lowest compared entry with this formula, charge and spin: 129.2 kJ/mol

Record 10
Here is one molecule with the formula C8H9FN2 in a non-equilibrium geometry from the OMol25 dataset. Energies are from ωB97M-V/def2-TZVPD.

Geometry (Å):
C: -2.9451 -1.2377 -0.4558
C: -1.4215 0.0251 0.3889
C: -0.8540 -1.1696 0.1577
C: 0.4065 1.4845 -0.0217
C: 1.4338 0.6001 0.0588
C: -0.7968 1.2778 0.8048
C: 1.6501 -0.3549 1.0207
C: 2.4243 0.5053 -1.0369
N: -2.6910 -0.0349 -0.0033
N: -1.8439 -2.0516 -0.2892
F: 2.7534 -0.9876 1.0184
H: -3.8914 -1.6173 -0.9334
H: 0.3745 2.2544 -0.8821
H: -1.5158 2.0889 0.6022
H: -0.4656 1.3311 1.9243
H: 1.2468 -0.4518 1.9362
H: 3.3797 0.7183 -0.6051
H: 2.1237 1.1872 -1.7599
H: 2.5915 -0.5171 -1.4729
H: -1.9592 -3.0502 -0.4519

- F_max: 3.65 eV Å⁻¹
- E_tot: -519.42376 hartree
- Molar mass: 152.2 g mol⁻¹
- Frontier orbital gap (alpha / beta): 6.70 / 8.32 eV
- ΔE to the lowest compared entry with this formula, charge and spin: 334.3 kJ/mol

Record 11
Here is C8H9IN2Si as an isolated structure in a non-equilibrium geometry from the OMol25 dataset. Energies are from ωB97M-V/def2-TZVPD.

Geometry (Å):
C: 2.4222 1.6518 1.1056
C: 1.0030 -0.3095 0.7658
C: 0.4144 1.7812 -0.4446
C: -0.1236 -1.0736 0.0259
C: -0.2591 0.9499 -1.2650
C: 1.2536 1.0138 0.4814
C: 0.0987 -0.4154 -1.4090
C: 0.4238 -0.9322 -2.6634
N: 3.5423 1.9319 1.2434
N: -1.6354 -1.0121 0.4736
Si: -1.7054 -0.6973 2.1509
I: -2.9851 -0.0295 -0.6892
H: 1.6785 -0.7277 1.4516
H: 0.3533 2.8846 -0.3407
H: 0.0063 -2.1408 0.1200
H: -0.5654 1.4018 -2.2020
H: 0.5388 -0.1993 -3.4489
H: 0.8626 -1.8677 -2.8675
H: -1.8473 0.6356 2.4703
H: -3.0179 -1.5198 2.5410
H: -0.4584 -1.3256 2.5008

- F_max: 4.77 eV Å⁻¹
- E_tot: -1006.76365 hartree
- Molar mass: 288.2 g mol⁻¹
- Frontier orbital gap: 7.48 eV